# 1
A structure of composition C20H12F15IMgN3O7S2 in a non-equilibrium geometry. Source: OMol25; level of theory: the ωB97M-V functional and the def2-TZVPD basis.

Values from the calculation:
**Highest occupied orbital energy**: -5.52 eV
**HOMO-LUMO gap**: 7.7500 eV
**LUMO energy**: 2.23 eV

ORCA input file:
```
! RIJCOSX wB97M-V def2-TZVPD def2/J DEFGRID3
* xyz -1 1
Mg 0.214 0.706 0.021
C 4.518 -0.481 1.202
C 3.447 -1.513 1.349
N 3.791 -2.761 1.533
C 2.827 -3.698 1.689
C 1.493 -3.402 1.743
C 0.493 -4.505 1.957
O -0.543 -4.520 0.976
C 1.088 -2.057 1.555
C -0.288 -1.695 1.791
N -0.822 -0.564 1.491
C -2.158 -0.356 1.905
C -3.159 -1.272 1.596
C -4.470 -1.034 1.978
C -4.795 0.124 2.668
C -3.803 1.043 2.981
C -2.492 0.804 2.601
I -1.005 2.171 3.115
C 2.068 -1.075 1.273
O 1.806 0.154 1.020
H 5.489 -0.954 1.333
H 4.386 0.314 1.938
H 4.467 0.001 0.227
H 3.167 -4.723 1.794
H -0.022 -4.406 2.916
H 1.028 -5.460 1.976
H -0.129 -4.405 0.113
H -0.896 -2.429 2.323
H -2.899 -2.146 1.014
H -5.240 -1.748 1.716
H -5.819 0.323 2.956
H -4.047 1.948 3.521
F -4.199 0.717 -2.802
C -3.859 1.411 -1.720
F -4.178 0.715 -0.639
F -4.549 2.552 -1.712
S -2.034 1.813 -1.742
O -1.644 1.568 -0.354
O -1.934 3.119 -2.279
N -1.381 0.746 -2.709
S -1.088 -0.691 -2.147
O -2.201 -1.310 -1.475
O 0.192 -0.789 -1.446
C -0.822 -1.672 -3.678
F -1.936 -1.698 -4.401
F 0.166 -1.177 -4.411
F -0.514 -2.915 -3.313
F 4.227 2.887 -2.284
C 3.054 2.218 -2.284
F 3.296 0.983 -1.840
F 2.668 2.106 -3.565
C 1.947 2.912 -1.424
O 0.940 2.087 -1.176
C 1.401 4.133 -2.237
F 0.621 3.727 -3.237
F 0.657 4.920 -1.439
F 2.364 4.909 -2.778
C 2.622 3.460 -0.113
F 3.205 4.666 -0.274
F 1.708 3.590 0.859
F 3.570 2.633 0.349
*
```

# 2
The ion C4H8NO2 with charge +1 in a non-equilibrium geometry. Source: OMol25; level of theory: the ωB97M-V functional and the def2-TZVPD basis.

Values from the calculation:
**Highest occupied orbital energy**: -13.66 eV
**SMILES**: C=[NH+]/C=C\OCO
**HOMO-LUMO gap**: 8.8599 eV
**LUMO energy**: -4.80 eV

ORCA input file:
```
! RIJCOSX wB97M-V def2-TZVPD def2/J DEFGRID3
* xyz 1 1
C -2.540 0.388 -0.115
N -1.339 0.172 0.071
C -0.761 -1.057 0.137
C 0.550 -1.448 0.106
O 1.679 -0.863 0.018
C 1.915 0.491 -0.362
O 1.175 1.474 0.352
H -2.893 1.439 -0.055
H -3.349 -0.361 0.075
H -0.495 0.788 0.080
H -1.344 -1.945 0.302
H 0.861 -2.508 0.341
H 3.009 0.656 -0.237
H 1.822 0.612 -1.423
H 1.711 2.161 0.711
*
```

# 3
An isolated molecule of C5H9NO. Source: OMol25; level of theory: the ωB97M-V functional and the def2-TZVPD basis.

Values from the calculation:
**Highest occupied orbital energy**: -9.53 eV
**SMILES**: CC1(C)NCC1=O
**HOMO-LUMO gap**: 10.4730 eV
**LUMO energy**: 0.94 eV

ORCA input file:
```
! RIJCOSX wB97M-V def2-TZVPD def2/J DEFGRID3
* xyz 0 1
C 1.499 -0.802 -0.260
C 0.231 0.023 -0.099
C 0.453 1.504 -0.441
N -0.993 -0.491 -0.801
C -1.822 -0.349 0.428
C -0.537 -0.121 1.225
O -0.231 -0.156 2.384
H 2.285 -0.405 0.391
H 1.862 -0.752 -1.294
H 1.343 -1.854 0.010
H 1.486 1.808 -0.254
H -0.184 2.165 0.157
H 0.208 1.666 -1.493
H -0.864 -1.482 -0.998
H -2.458 0.543 0.392
H -2.436 -1.207 0.719
*
```

# 4
An isolated molecule of C17H15F3N4O2S in a non-equilibrium geometry. Source: OMol25; level of theory: the ωB97M-V functional and the def2-TZVPD basis.

Values from the calculation:
**Highest occupied orbital energy**: -7.99 eV
**SMILES**: COc1ccc(-c2nc(NC(=O)Cn3ccc(C(F)(F)F)n3)sc2C)cc1
**HOMO-LUMO gap**: 8.5115 eV
**LUMO energy**: 0.52 eV

ORCA input file:
```
! RIJCOSX wB97M-V def2-TZVPD def2/J DEFGRID3
* xyz 0 1
C 0.724 6.648 -0.192
O -0.139 5.679 0.350
C -0.071 4.406 -0.124
C -0.942 3.487 0.467
C -0.948 2.174 0.065
C -0.079 1.728 -0.935
C -0.111 0.318 -1.311
N -1.293 -0.349 -1.169
C -1.204 -1.587 -1.485
N -2.276 -2.469 -1.451
C -2.431 -3.556 -0.649
O -3.411 -4.256 -0.706
C -1.290 -3.827 0.339
N -0.882 -2.651 1.054
C -1.655 -1.819 1.781
C -0.838 -0.815 2.245
C 0.428 -1.140 1.731
C 1.705 -0.405 1.925
F 1.617 0.889 1.558
F 2.721 -0.925 1.229
F 2.091 -0.390 3.216
N 0.376 -2.253 1.017
S 0.390 -2.081 -2.037
C 0.933 -0.458 -1.748
C 2.368 -0.118 -1.915
C 0.765 2.651 -1.539
C 0.775 3.976 -1.140
H 1.774 6.380 -0.041
H 0.537 6.802 -1.260
H 0.507 7.570 0.346
H -1.604 3.838 1.243
H -1.623 1.466 0.518
H -3.091 -2.219 -2.000
H -1.640 -4.599 1.032
H -0.414 -4.202 -0.198
H -2.703 -1.991 1.911
H -1.092 0.026 2.855
H 2.984 -0.979 -1.663
H 2.589 0.169 -2.944
H 2.632 0.706 -1.255
H 1.406 2.349 -2.352
H 1.444 4.663 -1.635
*
```

# 5
An isolated molecule of C13H7BrN6O6 in a non-equilibrium geometry. Source: OMol25; level of theory: the ωB97M-V functional and the def2-TZVPD basis.

Values from the calculation:
**Highest occupied orbital energy**: -8.18 eV
**HOMO-LUMO gap**: 5.3943 eV
**LUMO energy**: -2.78 eV

ORCA input file:
```
! RIJCOSX wB97M-V def2-TZVPD def2/J DEFGRID3
* xyz 0 1
C -3.008 -0.602 2.901
N -3.919 0.493 2.482
N -4.833 1.072 2.189
C -1.603 -0.305 2.346
C -0.734 -1.364 2.045
C 0.594 -1.118 1.727
C 1.058 0.189 1.528
Br 2.876 0.511 1.154
C 0.150 1.242 1.686
C -1.186 1.003 2.010
H -3.345 -1.511 2.342
H -1.100 -2.400 2.132
H 1.306 -1.951 1.641
H 0.502 2.267 1.562
H -1.872 1.855 2.068
O -5.655 1.292 8.474
N -6.002 0.389 7.692
O -7.178 -0.056 7.683
C -5.098 -0.226 6.685
C -5.545 -1.110 5.690
C -4.759 -1.548 4.663
N -5.257 -2.640 3.922
O -6.449 -2.997 4.181
O -4.520 -3.195 3.062
C -3.300 -1.051 4.385
C -2.862 -0.328 5.648
N -1.539 -0.148 5.953
O -0.446 -0.373 5.474
O -1.670 0.553 7.220
N -2.978 0.709 7.665
C -3.698 0.083 6.690
H -6.584 -1.412 5.786
H -2.619 -1.968 4.265
*
```

# 6
A structure of composition C28H37BrFGeO5S5TeY. Source: OMol25; level of theory: the ωB97M-V functional and the def2-TZVPD basis.

Values from the calculation:
**Highest occupied orbital energy**: -2.28 eV
**HOMO-LUMO gap**: 5.9511 eV
**LUMO energy**: 3.67 eV

ORCA input file:
```
! RIJCOSX wB97M-V def2-TZVPD def2/J DEFGRID3
* xyz -2 1
Y 1.484 0.206 -1.199
C -6.655 1.720 0.565
C -5.581 2.252 1.514
C -5.895 1.735 2.926
C -5.662 3.785 1.515
C -4.180 1.806 1.100
C -3.925 1.024 -0.012
C -2.625 0.679 -0.328
Br -2.347 -0.374 -1.879
C -1.484 1.058 0.417
O -0.296 0.710 0.023
C -1.758 1.838 1.586
C -3.075 2.187 1.857
C -0.695 2.393 2.553
C 0.693 1.775 2.406
C -0.569 3.908 2.327
C -1.124 2.138 4.011
H -7.640 2.059 0.896
H -6.662 0.628 0.545
H -6.500 2.078 -0.454
H -6.894 2.056 3.242
H -5.172 2.107 3.653
H -5.857 0.644 2.950
H -6.659 4.120 1.818
H -5.451 4.178 0.518
H -4.934 4.218 2.201
H -4.717 0.675 -0.660
H -3.255 2.814 2.721
H 1.167 2.065 1.473
H 0.671 0.688 2.437
H 1.325 2.130 3.228
H -0.233 4.109 1.308
H 0.165 4.333 3.020
H -1.526 4.411 2.487
H -1.249 1.067 4.190
H -2.053 2.638 4.287
H -0.345 2.506 4.683
S 5.114 4.072 -1.564
S 3.753 3.870 -3.137
S 1.921 4.459 -2.466
S 1.033 3.080 -1.221
F 2.969 0.892 -2.508
C 6.229 2.355 0.835
Te 4.681 1.862 -0.522
C 5.790 0.832 -1.977
H 7.097 2.697 0.276
H 6.444 1.465 1.418
H 5.853 3.155 1.470
H 6.846 0.876 -1.717
H 5.571 1.322 -2.921
H 5.400 -0.182 -1.968
O 4.868 -0.137 0.615
S 3.618 -0.991 0.570
O 3.765 -2.116 1.450
O 3.363 -1.353 -0.856
O 2.465 -0.092 0.909
Ge 0.477 -2.302 -2.566
C 1.674 -3.587 -3.526
C 3.012 -3.739 -3.149
C 3.841 -4.660 -3.780
C 3.356 -5.445 -4.817
C 2.034 -5.301 -5.216
C 1.209 -4.385 -4.574
C -0.108 -3.482 -1.060
C 0.781 -3.759 -0.017
C 0.402 -4.535 1.071
C -0.884 -5.053 1.145
C -1.785 -4.784 0.123
C -1.397 -4.008 -0.963
H -0.781 -2.445 -3.500
H 3.411 -3.127 -2.347
H 4.872 -4.762 -3.461
H 4.003 -6.162 -5.311
H 1.642 -5.909 -6.026
H 0.175 -4.290 -4.889
H 1.788 -3.353 -0.041
H 1.113 -4.719 1.869
H -1.186 -5.650 1.998
H -2.797 -5.174 0.175
H -2.116 -3.799 -1.749
*
```

- What is the highest occupied orbital energy in the sixth record?
  -2.28 eV